Molecular formula: C4H8IO3
Method: DFT, ωB97M-V with the def2-TZVPD basis set

Computed properties:
M = 231.01 u
total charge = -1
relative energy (zero: lowest compared OMol25 entry of this formula, charge and spin) = 0.484 eV
DFT total energy = -18523.0858 eV
orbital gap = 6.349 eV

Cartesian coordinates (Å):
I: -3.671 3.111 0.716
C: 1.126 -2.425 0.212
C: 0.374 -1.580 1.153
O: 0.629 -0.219 0.838
C: -0.226 0.424 0.001
O: -1.282 -0.040 -0.453
O: 0.302 1.625 -0.269
C: -0.301 2.490 -1.180
H: 0.796 -2.391 -0.827
H: 1.117 -3.464 0.542
H: 2.181 -2.153 0.187
H: 0.814 -1.768 2.132
H: -0.648 -1.934 1.288
H: -1.345 2.778 -1.064
H: -0.087 2.105 -2.178
H: 0.221 3.443 -1.098

Mulliken population analysis, charges in e, atoms 1 to 8: -0.92 -1.12 -0.17 -0.32 0.69 -0.54 -0.28 -0.51